Density functional theory data (ωB97M-V/def2-TZVPD) for 7 unconnected molecules or ions with the total composition C25H70N6O7.

Structure (XYZ):
```
108
Properties=species:S:1:pos:R:3
C 0.398 -3.437 -0.794
C -0.712 -4.188 -0.120
C -0.154 -4.655 1.253
O -1.130 -5.283 1.991
C -0.513 -5.798 3.174
N -1.784 -3.339 0.111
H 0.617 -2.528 -0.234
H 0.016 -3.032 -1.731
H 1.345 -3.969 -0.893
H -1.087 -5.040 -0.688
H 0.259 -3.822 1.822
H 0.653 -5.375 1.115
H -1.329 -5.975 3.875
H 0.205 -5.167 3.698
H -0.033 -6.762 3.008
H -2.335 -3.811 0.814
H -2.405 -3.231 -0.678
C -4.305 4.073 4.756
C -3.187 3.845 3.712
C -3.507 4.337 2.253
O -4.620 3.646 1.678
C -4.022 2.488 1.060
N -2.114 4.689 4.230
H -3.960 4.422 5.730
H -4.976 3.261 5.035
H -4.920 4.932 4.488
H -2.796 2.831 3.799
H -2.590 4.441 1.673
H -3.898 5.353 2.307
H -3.512 1.898 1.822
H -3.193 2.687 0.381
H -4.802 1.964 0.507
H -2.391 5.657 4.151
H -1.922 4.660 5.221
C 0.030 -0.882 4.421
C 0.798 -2.249 4.786
C 2.373 -2.227 4.928
O 2.856 -1.258 5.868
C 4.211 -0.791 5.705
N -0.026 -2.865 5.797
H 0.485 -0.348 3.587
H 0.159 -0.129 5.199
H -1.054 -0.961 4.342
H 0.689 -2.912 3.927
H 2.767 -1.901 3.966
H 2.778 -3.217 5.139
H 4.517 0.071 6.297
H 4.339 -0.469 4.671
H 4.941 -1.579 5.886
H -0.890 -2.405 5.546
H 0.242 -2.358 6.628
C 6.051 4.624 2.385
C 5.861 3.206 3.055
C 5.179 2.166 2.144
O 3.776 2.401 2.020
C 2.926 1.306 1.584
N 7.221 2.783 3.270
H 6.640 4.619 1.468
H 6.595 5.393 2.935
H 5.140 5.034 1.951
H 5.355 3.368 4.006
H 5.372 1.234 2.674
H 5.648 2.189 1.160
H 3.194 0.979 0.579
H 1.917 1.709 1.675
H 3.080 0.437 2.224
H 7.663 2.726 2.363
H 7.726 3.451 3.834
C -1.494 3.981 -6.369
C -2.157 2.662 -6.403
C -2.988 2.229 -5.193
O -2.289 2.361 -3.984
C -2.971 1.919 -2.808
N -2.825 2.764 -7.655
H -2.039 4.794 -5.889
H -1.077 4.305 -7.322
H -0.578 3.827 -5.797
H -1.342 1.940 -6.465
H -3.396 1.223 -5.286
H -3.862 2.869 -5.073
H -2.297 1.857 -1.953
H -3.188 0.867 -2.995
H -3.875 2.487 -2.590
H -2.261 3.275 -8.319
H -3.068 1.888 -8.096
C -0.759 -4.877 -7.608
C 0.181 -4.007 -6.706
C -0.499 -2.822 -5.935
O 0.465 -1.897 -5.381
C -0.029 -0.761 -4.663
N 0.951 -4.908 -5.903
H -0.359 -5.783 -8.063
H -1.399 -4.258 -8.236
H -1.506 -5.349 -6.969
H 0.909 -3.662 -7.441
H -1.089 -3.338 -5.177
H -1.209 -2.239 -6.521
H -1.067 -0.990 -4.424
H -0.087 0.163 -5.239
H 0.440 -0.641 -3.687
H 0.422 -5.322 -5.148
H 1.617 -4.239 -5.544
C -0.835 0.074 -0.130
O -0.613 -0.767 1.028
H -0.331 -0.260 -1.037
H -1.888 0.238 -0.358
H -0.388 1.061 -0.011
H -1.072 -1.580 0.803
```

## Properties
M: 566.87 g/mol
orbital gap: 9.434 eV
F_max: 0.06493 Eh/bohr
LUMO level: 0.423 eV
electronic energy: -1849.43090 Eh
HOMO energy: -9.01 eV
SMILES string: COC[C@H](C)N.COC[C@H](C)N.COC[C@H](C)N.COC[C@H](C)N.COC[C@H](C)N.COC[C@H](C)N.CO
energy relative to the best compared isomer or geometry (same formula, charge and spin): 5.090 eV

Löwdin population analysis, charges in e, atoms 1 to 5: -0.06 -0.45 -0.23 -0.17 -0.09